1.
A gas-phase ion, C4H9N2 (charge +1) in a non-equilibrium geometry. Source: OMol25; level of theory: ωB97M-V/def2-TZVPD.

Geometry as ORCA input:
```
! wB97M-V def2-TZVPD RIJCOSX def2/J DEFGRID3
* xyz 1 1
C -2.300 0.264 -0.486
C -0.841 0.159 -0.472
N -0.076 -0.927 -0.443
C 1.198 -0.227 -0.360
C 1.942 -0.268 0.919
N 0.079 1.102 -0.443
H -2.630 0.834 0.384
H -2.754 -0.723 -0.471
H -2.640 0.798 -1.373
H -0.285 -1.912 -0.408
H 1.789 -0.237 -1.273
H 1.278 -0.134 1.770
H 2.707 0.503 0.928
H 2.433 -1.239 1.008
H 0.101 2.103 -0.467
*
```

E_HOMO: -15.2 eV
maximum force: 3.68 eV/A
SMILES string: CC1=[NH+][C@H](C)N1


2.
A gas-phase ion, C4H9N2 (charge +1) in a non-equilibrium geometry. Source: OMol25; level of theory: ωB97M-V/def2-TZVPD.

Geometry as ORCA input:
```
! wB97M-V def2-TZVPD RIJCOSX def2/J DEFGRID3
* xyz 1 1
C -1.692 0.877 -0.483
N -1.915 -0.074 0.350
C -1.287 -0.991 0.844
C 0.227 -0.960 0.552
N 0.564 -0.079 -0.464
C 1.685 0.815 -0.282
H -1.706 0.676 -1.563
H -1.931 1.844 -0.207
H -1.706 -1.686 1.553
H 0.844 -0.886 1.525
H 0.312 -1.995 0.195
H 0.731 -0.617 -1.334
H 2.465 0.363 0.350
H 1.950 0.911 -1.322
H 1.459 1.802 0.286
*
```

E_HOMO: -14.5 eV
maximum force: 2.94 eV/A
SMILES string: C=[N+]=CCNC


3.
A molecular structure, C4H9N2 in a non-equilibrium geometry. Source: OMol25; level of theory: ωB97M-V/def2-TZVPD.

Geometry as ORCA input:
```
! wB97M-V def2-TZVPD RIJCOSX def2/J DEFGRID3
* xyz 1 1
C 0.451 2.368 0.009
C 0.401 0.137 1.090
C 0.547 0.109 -0.893
C -0.796 -1.785 -0.178
N 0.395 -0.942 0.128
N 0.428 1.120 0.087
H 0.397 2.869 -0.957
H 0.157 2.870 0.910
H -0.539 0.196 1.585
H 1.380 0.106 1.732
H 1.581 0.198 -1.331
H -0.112 0.235 -1.761
H -0.669 -2.635 -0.828
H -1.321 -2.105 0.774
H -1.455 -1.131 -0.767
*
```

E_HOMO: -13.8 eV
maximum force: 3.95 eV/A


4.
A molecular structure, C4H9N2 in a non-equilibrium geometry. Source: OMol25; level of theory: ωB97M-V/def2-TZVPD.

Geometry as ORCA input:
```
! wB97M-V def2-TZVPD RIJCOSX def2/J DEFGRID3
* xyz 1 3
C 0.050 0.619 -1.231
C 1.097 0.169 -0.302
C 0.006 1.226 1.702
C -0.844 -1.741 -0.713
N 0.653 0.260 1.036
N -0.207 -0.481 -0.490
H -0.452 1.568 -1.176
H 0.319 0.257 -2.267
H 1.953 -0.381 -0.477
H 0.953 1.629 2.199
H -0.346 2.191 1.386
H -0.449 0.792 2.707
H -1.143 -1.977 0.254
H -1.516 -1.709 -1.594
H -0.073 -2.422 -1.032
*
```

<S²>: 2.013
E_HOMO (alpha / beta): -13.0 / -14.1 eV
maximum force: 6.66 eV/A


5.
A gas-phase ion, C4H9N2 (charge +1) in a non-equilibrium geometry. Source: OMol25; level of theory: ωB97M-V/def2-TZVPD.

Geometry as ORCA input:
```
! wB97M-V def2-TZVPD RIJCOSX def2/J DEFGRID3
* xyz 1 3
C -2.150 -0.815 -0.557
C -1.584 0.373 -0.348
C 1.702 -0.968 -0.164
C 0.441 1.378 0.795
N 0.462 -0.546 -0.577
N -0.154 0.398 -0.022
H -3.129 -0.930 -1.195
H -1.548 -1.674 -0.293
H -1.913 1.427 -0.504
H 2.141 -0.512 0.681
H 2.470 -0.802 -1.019
H 1.663 -2.046 0.048
H 1.511 1.165 0.767
H 0.018 1.195 1.834
H 0.069 2.356 0.555
*
```

<S²>: 2.011
E_HOMO (alpha / beta): -13.1 / -15.0 eV
maximum force: 5.64 eV/A


6.
A gas-phase ion, C4H9N2 (charge +1) in a non-equilibrium geometry. Source: OMol25; level of theory: ωB97M-V/def2-TZVPD.

Geometry as ORCA input:
```
! wB97M-V def2-TZVPD RIJCOSX def2/J DEFGRID3
* xyz 1 3
C 0.987 0.035 0.829
C 0.876 -1.089 1.797
C -1.116 1.245 -0.201
C 0.298 0.089 -1.574
N 1.639 1.090 0.697
N 0.081 0.407 -0.216
H 0.152 -0.633 2.604
H 1.808 -1.455 2.304
H 0.410 -1.877 1.220
H -1.215 1.574 0.792
H -0.842 2.023 -0.917
H -1.951 0.648 -0.314
H 1.313 -0.313 -1.625
H -0.264 -0.714 -1.798
H 0.159 0.845 -2.265
*
```

<S²>: 2.019
E_HOMO (alpha / beta): -14.3 / -16.3 eV
maximum force: 6.49 eV/A


7.
2 unconnected molecules or ions with the total composition C4H9N2O in a non-equilibrium geometry. Source: OMol25; level of theory: ωB97M-V/def2-TZVPD.

Geometry as ORCA input:
```
! wB97M-V def2-TZVPD RIJCOSX def2/J DEFGRID3
* xyz 1 1
C 1.335 -1.168 -0.554
C 2.638 -0.415 -0.505
C 0.797 0.826 -0.071
C -3.256 -0.213 0.571
N 0.306 -0.401 -0.389
N 2.088 0.952 -0.205
O 0.002 1.735 0.349
H 1.239 -2.213 -0.741
H 3.141 -0.771 0.390
H 3.213 -0.750 -1.376
H -4.030 0.535 0.341
H -3.517 -1.147 0.103
H -2.282 0.172 0.153
H -3.232 -0.496 1.642
H 2.520 1.826 -0.024
H -0.962 1.527 0.314
*
```

E_HOMO: -16.0 eV
maximum force: 1.79 eV/A


8.
A molecular structure, C4H9N2O in a non-equilibrium geometry. Source: OMol25; level of theory: ωB97M-V/def2-TZVPD.

Geometry as ORCA input:
```
! wB97M-V def2-TZVPD RIJCOSX def2/J DEFGRID3
* xyz 1 1
C 1.688 -0.304 -0.296
C -1.367 -0.250 -0.259
C -2.776 -0.104 -0.279
C -0.099 1.161 0.423
N 2.851 -0.894 -0.059
N 1.076 0.377 0.644
O -0.800 -1.252 -0.549
H 1.322 -0.208 -1.279
H -3.131 0.692 0.360
H -3.039 0.332 -1.245
H -3.218 -1.008 -0.171
H 0.027 1.982 -0.151
H -0.494 1.431 1.358
H 3.302 -1.484 -0.787
H 3.139 -0.835 0.812
H 1.519 0.364 1.479
*
```

E_HOMO: -13.5 eV
maximum force: 6.44 eV/A


Here are the calculated ΔE to the lowest compared entry with this formula, charge and spin numbers, same order: 132.3; 318.7; 364.7; 418.1; 218.4; 222.7; 180.9; 255.5 (kJ/mol).